No. 1
Below is a 7-piece molecular cluster, H14O7 overall, with properties calculated with ωB97M-V/def2-TZVPD.

## Properties
**HOMO level**: -10.858 eV
**LUMO**: 0.417 eV
**SMILES**: O.O.O.O.O.O.O
**Relative energy (zero: lowest compared OMol25 entry of this formula, charge and spin)**: 121.44 kJ/mol
**Orbital gap**: 11.27 eV

Each line ends with the natural charge from an NBO analysis.
Element x y z (Å)
O (-1.697, 2.274, -1.326)  -0.99
H (-2.026, 2.034, -2.230)  0.47
H (-0.777, 1.949, -1.266)  0.50
O (0.712, -2.085, -0.769)  -1.02
H (0.808, -2.830, -1.374)  0.48
H (1.691, -1.751, -0.734)  0.52
O (-1.361, -1.513, 0.967)  -0.98
H (-1.830, -2.317, 0.682)  0.47
H (-0.587, -1.502, 0.391)  0.50
O (-1.651, 1.156, 1.308)  -1.01
H (-2.057, 1.635, 0.551)  0.51
H (-2.095, 0.285, 1.184)  0.50
O (0.538, 0.786, -0.782)  -1.00
H (0.250, 0.585, 0.152)  0.51
H (0.334, -0.055, -1.213)  0.49
O (2.716, -0.326, -0.697)  -0.95
H (2.241, 0.083, -0.001)  0.49
H (2.657, 0.417, -1.334)  0.49
O (0.837, 0.076, 2.002)  -0.97
H (1.359, 0.667, 2.480)  0.47
H (-0.062, 0.433, 2.008)  0.51

***

No. 2
Below is C3H4CsLiO3 as an isolated structure, with properties calculated with ωB97M-V/def2-TZVPD.

## Properties
**HOMO level**: -5.991 eV
**LUMO**: -0.784 eV
**Relative energy (zero: lowest compared OMol25 entry of this formula, charge and spin)**: 154.67 kJ/mol
**Orbital gap**: 5.21 eV

Each line ends with the Löwdin charge.
Element x y z (Å)
O (0.107, -1.398, 0.374)  -0.12
C (1.447, -1.128, 0.216)  -0.82
C (-0.757, -0.535, -0.433)  -0.37
O (2.222, -1.875, 0.797)  0.01
O (1.651, 0.027, -0.279)  -0.24
C (-0.963, 0.744, 0.317)  -0.33
H (-1.727, -1.046, -0.447)  0.10
H (-0.342, -0.358, -1.449)  0.09
H (-0.675, 1.783, 0.545)  -0.09
Li (-0.475, -0.190, 2.327)  0.74
Cs (1.417, 2.689, -1.681)  0.98
H (-1.906, 1.285, -0.287)  0.04

***

No. 3
Below is C27H25AsBF5N8SZn as an isolated structure, with properties calculated with ωB97M-V/def2-TZVPD.

## Properties
**HOMO level (spin up / spin down)**: -10.927 / -11.282 eV
**2S+1**: 2
**<S²>**: 0.760
**LUMO (spin up / spin down)**: -2.059 / -5.592 eV
**Total charge**: +1
**Orbital gap (spin up / spin down)**: 8.87 / 5.69 eV

Each line ends with the natural charge from an NBO analysis.
Element x y z (Å)
Zn (-1.478, 0.538, 1.154)  1.62
C (2.158, 2.570, 0.846)  -0.33
C (0.857, 2.413, 0.390)  -0.02
N (0.208, 1.551, 1.169)  -0.50
N (1.063, 1.145, 2.122)  -0.33
C (2.247, 1.741, 1.947)  0.03
B (0.675, -0.032, 3.038)  0.91
N (0.503, -1.240, 2.083)  -0.32
C (1.250, -2.336, 1.898)  0.00
C (0.711, -3.056, 0.848)  -0.34
C (-0.384, -2.305, 0.432)  -0.02
N (-0.490, -1.215, 1.182)  -0.47
N (-0.691, 0.216, 3.721)  -0.34
C (-0.966, 0.112, 5.028)  0.02
C (-2.317, 0.312, 5.214)  -0.33
C (-2.816, 0.539, 3.938)  0.01
N (-1.829, 0.474, 3.051)  -0.49
N (1.693, -0.243, 4.120)  -0.39
C (1.859, -1.307, 4.953)  -0.05
C (2.605, -0.891, 6.028)  -0.33
C (2.847, 0.470, 5.778)  -0.04
N (2.293, 0.838, 4.648)  -0.28
H (2.924, 3.189, 0.431)  0.24
H (0.366, 2.873, -0.449)  0.22
H (3.063, 1.561, 2.617)  0.26
H (2.108, -2.542, 2.505)  0.24
H (1.058, -3.988, 0.456)  0.25
H (-1.100, -2.495, -0.347)  0.22
H (-0.214, -0.110, 5.756)  0.24
H (-2.859, 0.287, 6.136)  0.25
H (-3.824, 0.734, 3.630)  0.23
H (1.427, -2.264, 4.736)  0.22
H (2.930, -1.466, 6.870)  0.24
H (3.383, 1.183, 6.372)  0.22
C (0.504, 1.214, -3.780)  -0.95
As (-0.064, -0.103, -2.435)  1.12
C (-1.241, -1.161, -3.578)  -0.96
C (1.632, -1.256, -2.282)  -0.66
C (1.683, -2.280, -3.338)  -0.09
C (2.344, -2.017, -4.540)  -0.16
C (2.471, -2.995, -5.506)  -0.21
C (1.912, -4.248, -5.302)  -0.19
C (1.206, -4.508, -4.133)  -0.20
C (1.092, -3.536, -3.159)  -0.21
H (0.923, 0.690, -4.643)  0.25
H (1.253, 1.896, -3.373)  0.24
H (-0.363, 1.785, -4.112)  0.25
H (-0.700, -1.558, -4.436)  0.25
H (-2.037, -0.508, -3.932)  0.25
H (-1.689, -1.988, -3.033)  0.24
H (1.619, -1.693, -1.285)  0.25
H (2.458, -0.548, -2.366)  0.24
H (2.792, -1.045, -4.690)  0.20
H (3.018, -2.794, -6.416)  0.23
H (2.021, -5.020, -6.050)  0.23
H (0.757, -5.477, -3.977)  0.22
H (0.572, -3.746, -2.232)  0.20
F (-4.360, 6.241, -1.350)  -0.26
C (-3.928, 4.991, -1.248)  0.31
C (-3.642, 4.445, 0.005)  0.27
F (-3.787, 5.175, 1.107)  -0.27
C (-3.202, 3.132, 0.096)  0.37
F (-2.934, 2.598, 1.308)  -0.32
C (-3.009, 2.334, -1.033)  -0.34
S (-2.548, 0.659, -0.945)  -0.20
C (-3.271, 2.915, -2.280)  0.34
F (-3.036, 2.184, -3.374)  -0.29
C (-3.730, 4.221, -2.397)  0.28
F (-3.974, 4.747, -3.592)  -0.27

***

No. 4
Below is C26H25N3O5PdS2 as an isolated structure, with properties calculated with ωB97M-V/def2-TZVPD.

## Properties
**HOMO level**: 0.148 eV
**LUMO**: 4.677 eV
**Total charge**: -2
**Orbital gap**: 4.53 eV

Each line ends with the natural charge from an NBO analysis.
Element x y z (Å)
Pd (-1.023, 0.044, 0.032)  0.16
O (3.620, 0.055, 0.152)  -0.80
C (2.407, -0.304, 0.219)  0.54
N (1.403, 0.095, -0.524)  -0.64
C (1.858, 1.018, -1.540)  -0.27
C (0.753, 1.551, -2.417)  0.24
C (0.948, 1.697, -3.792)  -0.28
C (-0.074, 2.215, -4.567)  -0.19
C (-1.271, 2.562, -3.960)  -0.28
C (-1.379, 2.376, -2.590)  0.09
N (-0.390, 1.907, -1.839)  -0.44
C (2.126, -1.400, 1.234)  0.18
C (3.156, -2.322, 1.475)  -0.24
C (2.949, -3.336, 2.386)  -0.20
C (1.735, -3.402, 3.061)  -0.30
C (0.785, -2.437, 2.771)  0.04
N (0.971, -1.466, 1.881)  -0.40
H (2.605, 0.544, -2.195)  0.18
H (2.394, 1.880, -1.108)  0.19
H (1.887, 1.383, -4.233)  0.20
H (0.048, 2.320, -5.641)  0.19
H (-2.116, 2.930, -4.527)  0.20
H (-2.307, 2.582, -2.068)  0.20
H (4.087, -2.193, 0.942)  0.23
H (3.724, -4.074, 2.573)  0.19
H (1.519, -4.178, 3.786)  0.20
H (-0.184, -2.443, 3.263)  0.19
C (0.549, 1.996, 3.509)  -0.83
S (-0.626, 1.398, 2.248)  1.30
O (-1.908, 1.352, 3.026)  -1.00
C (-0.666, 2.930, 1.311)  -0.13
C (-1.899, 3.522, 1.094)  -0.23
C (-1.965, 4.689, 0.342)  -0.22
C (-0.809, 5.261, -0.171)  -0.24
C (0.420, 4.652, 0.051)  -0.21
C (0.495, 3.477, 0.781)  -0.24
H (0.161, 2.915, 3.951)  0.21
H (1.538, 2.145, 3.077)  0.22
H (0.591, 1.201, 4.253)  0.22
H (-2.780, 3.039, 1.497)  0.25
H (-2.930, 5.143, 0.151)  0.20
H (-0.866, 6.165, -0.767)  0.19
H (1.324, 5.068, -0.378)  0.20
H (1.443, 2.966, 0.898)  0.23
C (0.666, -5.208, 0.405)  -0.62
C (-0.269, -4.099, 0.007)  -0.05
C (-1.414, -3.822, 0.750)  -0.23
C (-2.293, -2.822, 0.373)  -0.22
C (-2.043, -2.048, -0.771)  -0.27
C (-0.907, -2.339, -1.531)  -0.22
C (-0.030, -3.335, -1.124)  -0.22
S (-3.329, -0.952, -1.371)  2.40
O (-2.829, -0.371, -2.608)  -1.02
O (-4.517, -1.779, -1.544)  -1.03
O (-3.454, 0.007, -0.264)  -1.03
H (0.670, -5.354, 1.487)  0.20
H (1.692, -4.981, 0.107)  0.21
H (0.390, -6.163, -0.056)  0.19
H (-1.620, -4.395, 1.650)  0.18
H (-3.177, -2.609, 0.960)  0.22
H (-0.712, -1.748, -2.416)  0.24
H (0.874, -3.504, -1.703)  0.19

***

No. 5
Below is a 2-piece molecular cluster, C3Cl2F3O2 overall, with properties calculated with ωB97M-V/def2-TZVPD.

## Properties
**HOMO level**: -4.307 eV
**LUMO**: 3.607 eV
**Relative energy (zero: lowest compared OMol25 entry of this formula, charge and spin)**: 22.20 kJ/mol
**Total charge**: -1
**Orbital gap**: 7.91 eV

Each line ends with the natural charge from an NBO analysis.
Element x y z (Å)
C (1.953, 0.205, 0.075)  0.99
C (-0.158, 0.515, 0.164)  -0.42
C (-1.035, -0.658, -0.132)  0.90
O (2.076, -0.939, 0.307)  -0.63
O (2.378, 1.267, -0.170)  -0.62
F (-1.032, -1.579, 0.853)  -0.33
F (-0.628, -1.315, -1.241)  -0.34
F (-2.362, -0.409, -0.363)  -0.36
Cl (-0.427, 1.674, -1.169)  -0.09
Cl (-0.765, 1.240, 1.676)  -0.09